C2H6N4O3 | ωB97M-V/def2-TZVPD

Last column: natural (NBO) charge in e.
Element x y z (Å)
C: -0.528 -1.689 -0.837  0.90
C: 0.071 0.049 0.690  0.63
N: -0.094 1.086 -1.568  -0.56
N: 1.115 -0.129 1.588  -0.86
N: -0.843 1.045 1.022  -0.83
O: 0.211 -2.325 0.060  -0.37
O: 0.716 0.257 -0.734  -0.47
N: -0.710 -1.187 0.457  -0.22
O: -0.975 -1.782 -1.921  -0.54
H: -0.434 0.489 -2.325  0.36
H: 0.551 1.761 -1.972  0.35
H: 0.929 0.138 2.544  0.40
H: 1.731 -0.893 1.342  0.41
H: -1.353 1.346 0.193  0.41
H: -0.388 1.834 1.461  0.38

Results
Total charge: 0
Structure (SMILES): NOC(N)(N)N1OC1=O
Frontier orbital gap: 10.7 eV
ΔE to the lowest compared entry with this formula, charge and spin: 391.1 kJ/mol